C43H47IIrN4P2 as an isolated structure in a non-equilibrium geometry, computed with the ωB97M-V functional and the def2-TZVPD basis.

```
98
Properties=species:S:1:pos:R:3:lowdin_charge:R:1
Ir 0.820 1.212 -0.664 0.70
I 3.498 1.713 -0.900 1.10
C 3.566 1.953 1.260 -0.53
C 4.787 2.184 1.826 -0.15
C 4.878 2.351 3.215 -0.05
C 3.747 2.318 3.985 0.01
C 2.481 2.088 3.407 -0.15
C 1.311 2.052 4.196 0.00
C 0.088 1.795 3.634 -0.06
C -0.012 1.543 2.261 -0.12
C 1.094 1.597 1.434 -0.23
C 2.368 1.877 1.996 -0.25
H 5.675 2.246 1.218 0.11
H 5.847 2.519 3.654 0.13
H 3.807 2.483 5.050 0.13
H 1.398 2.223 5.257 0.13
H -0.807 1.774 4.238 0.12
H -0.988 1.306 1.853 0.10
N -1.308 7.116 -2.243 0.20
C -0.202 6.192 -1.842 -0.13
C -0.630 4.713 -1.714 -0.26
N 0.484 3.866 -1.334 -0.02
H -0.962 8.088 -2.267 0.19
H -2.089 7.081 -1.574 0.18
H -1.666 6.887 -3.182 0.19
H 0.182 6.532 -0.878 0.14
H 0.597 6.283 -2.582 0.14
H -1.029 4.342 -2.660 0.13
H -1.400 4.618 -0.942 0.11
H 0.916 4.216 -0.483 0.09
H 1.190 3.858 -2.064 0.07
N -1.194 1.238 -1.371 0.07
C -2.353 1.337 -1.410 -0.20
N -3.625 1.458 -1.475 -0.06
C -4.290 2.741 -1.292 -0.12
C -5.214 3.030 -2.475 -0.17
C -6.209 1.882 -2.638 -0.18
C -5.446 0.578 -2.861 -0.16
C -4.503 0.313 -1.689 -0.11
H -3.526 3.514 -1.184 0.11
H -4.880 2.703 -0.370 0.14
H -4.629 3.138 -3.391 0.12
H -5.739 3.969 -2.297 0.12
H -6.878 2.072 -3.475 0.13
H -6.821 1.800 -1.738 0.13
H -4.876 0.632 -3.792 0.12
H -6.137 -0.260 -2.943 0.13
H -3.888 -0.568 -1.880 0.12
H -5.084 0.150 -0.774 0.14
C 1.650 -3.056 -1.092 -0.42
P 0.850 -1.343 -0.852 1.00
C 0.320 -1.261 -2.602 -0.42
C -0.918 -1.533 -3.168 -0.09
C -1.090 -1.406 -4.538 -0.05
C -0.038 -1.006 -5.347 -0.05
C 1.201 -0.727 -4.791 -0.05
C 1.379 -0.859 -3.429 -0.14
C -0.396 -1.711 0.430 -0.39
C -1.758 -1.926 0.274 -0.10
C -2.575 -2.044 1.386 -0.06
C -2.043 -1.953 2.660 -0.04
C -0.681 -1.759 2.827 -0.05
C 0.134 -1.623 1.721 -0.13
P 2.484 -3.961 0.263 1.06
C 1.416 -5.128 1.123 -0.40
C 0.036 -5.233 0.939 -0.10
C -0.659 -6.247 1.574 -0.07
C 0.011 -7.200 2.332 -0.06
C 1.388 -7.114 2.496 -0.06
C 2.088 -6.087 1.896 -0.11
C 3.314 -2.828 1.387 -0.41
C 4.201 -1.881 0.866 -0.12
C 4.979 -1.121 1.718 -0.09
C 4.867 -1.289 3.093 -0.06
C 3.959 -2.202 3.611 -0.05
C 3.201 -2.992 2.769 -0.09
H 2.398 -2.919 -1.881 0.04
H 0.879 -3.721 -1.501 0.08
H -1.747 -1.853 -2.557 0.08
H -2.048 -1.636 -4.977 0.12
H -0.186 -0.922 -6.411 0.12
H 2.024 -0.416 -5.416 0.12
H 2.356 -0.665 -2.994 0.08
H -2.189 -2.018 -0.709 0.07
H -3.633 -2.213 1.250 0.11
H -2.689 -2.022 3.521 0.12
H -0.257 -1.697 3.817 0.12
H 1.190 -1.417 1.852 0.09
H -0.498 -4.524 0.324 0.08
H -1.731 -6.318 1.469 0.11
H -0.533 -8.019 2.778 0.11
H 1.916 -7.862 3.068 0.12
H 3.163 -6.037 1.990 0.11
H 4.320 -1.771 -0.203 0.09
H 5.709 -0.441 1.307 0.10
H 5.505 -0.738 3.767 0.11
H 3.859 -2.325 4.678 0.11
H 2.517 -3.726 3.172 0.11
```

The calculation puts the HOMO-LUMO gap (alpha / beta) at 4.254 / 4.249 eV. The maximum force is 2.11 eV/A. Its LUMO energy (alpha / beta) is -8.91 / -8.91 eV. As for the charge: +3. The HOMO energy (alpha / beta) comes out at -13.2 / -13.2 eV.


C43H48BF4N8O3PTi as an isolated structure, computed with the ωB97M-V functional and the def2-TZVPD basis.

```
109
Properties=species:S:1:pos:R:3:lowdin_charge:R:1
Ti 0.124 -0.141 0.027 1.19
C 1.137 0.882 3.110 -0.07
N 1.080 -0.323 2.244 -0.27
C 2.443 -0.895 2.238 -0.03
C 0.134 -1.240 2.909 -0.16
C -1.249 -0.847 2.473 -0.15
N -1.284 -0.940 0.987 -0.06
C -2.422 -1.649 0.503 -0.15
C -2.349 -2.588 -0.520 -0.19
F -1.210 -2.787 -1.197 0.10
C -3.442 -3.370 -0.855 -0.21
F -3.291 -4.263 -1.832 0.13
C -4.653 -3.228 -0.217 0.11
C -4.757 -2.251 0.753 -0.20
F -5.915 -2.035 1.365 0.14
C -3.674 -1.466 1.098 -0.16
F -3.848 -0.506 2.014 0.11
H 1.454 0.577 4.111 0.11
H 0.160 1.350 3.185 0.05
H 1.846 1.595 2.724 0.06
H 2.773 -1.068 3.267 0.12
H 3.122 -0.191 1.765 0.06
H 2.459 -1.836 1.703 0.06
H 0.235 -1.172 3.997 0.15
H 0.350 -2.264 2.613 0.10
H -1.506 0.165 2.783 0.09
H -1.979 -1.525 2.911 0.14
H -5.503 -3.838 -0.488 0.16
C 0.016 0.145 -5.278 0.02
C -0.674 0.091 -3.959 -0.23
C -2.033 0.097 -3.706 0.07
C -2.192 0.050 -2.335 -0.17
N -0.957 0.005 -1.741 0.02
N -0.042 0.048 -2.782 0.04
B 1.481 -0.086 -2.579 -0.52
N 2.068 1.081 -1.781 0.02
N 1.918 1.208 -0.416 0.05
C 2.849 2.129 -0.054 -0.22
C 3.542 2.579 -1.170 0.06
C 3.022 1.904 -2.251 -0.24
C 3.414 2.010 -3.685 0.01
C 3.286 2.577 1.293 -0.22
C 2.786 3.705 1.930 -0.04
C 3.312 4.104 3.150 -0.05
C 4.349 3.392 3.737 -0.06
C 4.881 2.290 3.083 -0.05
C 4.363 1.896 1.859 -0.06
N 1.780 -1.416 -1.846 0.06
N 1.245 -1.720 -0.611 0.00
C 1.584 -3.020 -0.358 -0.20
C 2.346 -3.495 -1.403 0.07
C 2.434 -2.471 -2.336 -0.21
C 3.113 -2.489 -3.662 0.02
C 1.300 -3.834 0.846 -0.19
C 0.025 -4.140 1.310 -0.04
C -0.146 -4.984 2.397 -0.05
C 0.955 -5.534 3.037 -0.05
C 2.231 -5.244 2.576 -0.05
C 2.401 -4.409 1.484 -0.04
C -3.552 0.080 -1.749 -0.17
C -4.507 -0.743 -2.351 -0.04
C -5.839 -0.660 -1.982 -0.06
C -6.236 0.246 -1.009 -0.06
C -5.293 1.073 -0.418 -0.05
C -3.959 1.002 -0.792 -0.02
H -0.723 0.296 -6.061 0.10
H 0.545 -0.784 -5.487 0.09
H 0.738 0.959 -5.323 0.08
H -2.826 0.161 -4.431 0.14
H 1.991 -0.121 -3.644 0.11
H 4.332 3.309 -1.168 0.14
H 4.125 2.826 -3.798 0.10
H 2.556 2.216 -4.323 0.08
H 3.888 1.097 -4.043 0.09
H 1.995 4.282 1.480 0.10
H 2.915 4.984 3.639 0.11
H 4.758 3.711 4.686 0.11
H 5.709 1.746 3.516 0.11
H 4.789 1.043 1.343 0.12
H 2.754 -4.487 -1.491 0.14
H 3.621 -3.442 -3.791 0.10
H 3.850 -1.691 -3.743 0.09
H 2.397 -2.373 -4.475 0.09
H -0.849 -3.737 0.824 0.09
H -1.146 -5.220 2.737 0.12
H 0.819 -6.196 3.881 0.12
H 3.096 -5.673 3.063 0.12
H 3.401 -4.186 1.132 0.13
H -4.203 -1.450 -3.113 0.13
H -6.568 -1.303 -2.457 0.12
H -7.276 0.314 -0.723 0.12
H -5.599 1.795 0.328 0.12
H -3.252 1.679 -0.359 0.08
C -1.158 5.195 0.958 -0.05
O -0.291 4.056 1.202 -0.33
P -0.742 2.565 0.881 0.77
O -1.199 2.626 -0.661 -0.36
C -0.500 3.358 -1.682 -0.06
O -2.204 2.412 1.526 -0.34
C -2.481 2.780 2.891 -0.07
H -2.102 4.877 0.518 0.09
H -0.634 5.867 0.283 0.10
H -1.334 5.688 1.910 0.10
H -1.077 4.245 -1.932 0.10
H -0.427 2.709 -2.552 0.08
H 0.501 3.642 -1.352 0.09
H -3.048 3.708 2.896 0.10
H -1.563 2.917 3.465 0.09
H -3.077 1.985 3.333 0.09
```

For the energy relative to the best compared isomer or geometry (same formula, charge and spin), the calculation gives 0.626 eV. The calculation puts the HOMO-LUMO gap at 6.725 eV. The maximum force is 0.91 eV/A. Its LUMO energy is -6.78 eV. As for the charge: +2. The HOMO energy comes out at -13.5 eV.


C43H48BiN7O5PS2 as an isolated structure, computed with the ωB97M-V functional and the def2-TZVPD basis.

```
107
Properties=species:S:1:pos:R:3:nbo_charge:R:1
Bi -0.253 0.222 0.065 1.95
C 2.617 1.040 4.178 -0.41
N 1.199 1.265 3.946 -0.44
C 0.962 2.449 3.149 -0.39
C 0.312 0.188 4.035 0.16
C 0.511 -0.713 5.099 -0.25
C -0.292 -1.817 5.304 -0.21
C -1.364 -2.059 4.455 -0.27
C -1.603 -1.165 3.431 -0.22
C -0.799 -0.048 3.195 0.18
N -1.113 0.797 2.090 -0.87
C -2.235 1.600 2.218 0.16
C -3.053 1.574 3.369 -0.23
C -4.139 2.417 3.520 -0.21
C -4.460 3.347 2.544 -0.28
C -3.639 3.432 1.431 -0.21
C -2.548 2.593 1.260 0.08
N -1.688 2.760 0.115 -0.49
C -0.773 3.887 0.256 -0.41
C -2.430 2.851 -1.140 -0.42
H 3.185 1.286 3.275 0.20
H 2.814 -0.003 4.405 0.22
H 2.985 1.660 5.004 0.17
H 1.537 3.269 3.591 0.18
H 1.286 2.333 2.104 0.18
H -0.089 2.717 3.167 0.22
H 1.304 -0.509 5.807 0.20
H -0.086 -2.478 6.138 0.20
H -1.999 -2.926 4.589 0.20
H -2.433 -1.324 2.752 0.22
H -2.817 0.873 4.157 0.22
H -4.742 2.345 4.419 0.20
H -5.319 3.998 2.649 0.20
H -3.849 4.175 0.670 0.20
H -1.277 4.848 0.074 0.17
H -0.356 3.905 1.261 0.21
H 0.047 3.790 -0.463 0.19
H -2.957 3.810 -1.252 0.16
H -1.731 2.762 -1.972 0.20
H -3.146 2.035 -1.188 0.24
O -2.669 -2.010 -2.581 -0.66
C -2.208 -0.917 -2.291 0.82
O -2.193 -0.418 -1.091 -0.88
C -1.763 -0.024 -3.476 -0.83
P -0.029 0.638 -3.578 0.86
C -0.350 1.925 -4.880 -0.33
C -0.958 1.666 -6.108 -0.14
C -1.163 2.683 -7.028 -0.24
C -0.753 3.980 -6.740 -0.21
C -0.144 4.256 -5.526 -0.23
C 0.053 3.231 -4.606 -0.21
C 0.752 -0.629 -4.655 -0.34
C 1.806 -0.258 -5.491 -0.15
C 2.455 -1.198 -6.277 -0.24
C 2.061 -2.529 -6.230 -0.23
C 1.023 -2.908 -5.390 -0.20
C 0.372 -1.968 -4.601 -0.21
H -2.404 0.860 -3.466 0.24
H -1.970 -0.587 -4.384 0.24
H -1.267 0.654 -6.348 0.21
H -1.645 2.466 -7.973 0.21
H -0.903 4.770 -7.466 0.20
H 0.181 5.263 -5.296 0.21
H 0.535 3.443 -3.657 0.21
H 2.113 0.782 -5.533 0.20
H 3.269 -0.893 -6.923 0.20
H 2.564 -3.268 -6.842 0.20
H 0.718 -3.946 -5.339 0.21
H -0.412 -2.289 -3.924 0.26
O 0.688 -3.404 -1.775 -0.75
C 1.259 -2.352 -1.423 0.82
O 0.830 -1.191 -1.661 -0.81
C 2.602 -2.455 -0.739 -0.23
C 3.501 -3.341 -1.336 -0.17
C 4.810 -3.458 -0.904 -0.26
C 5.225 -2.698 0.182 -0.19
C 4.342 -1.832 0.798 -0.27
C 3.023 -1.662 0.343 -0.02
S 2.071 -0.488 1.253 -0.43
H 3.147 -3.922 -2.180 0.22
H 5.496 -4.125 -1.412 0.20
H 6.242 -2.773 0.547 0.20
H 4.662 -1.251 1.654 0.22
N -0.497 -6.404 1.860 -0.79
C -0.297 -5.339 1.033 0.66
N 0.320 -5.537 -0.123 -0.79
N -0.759 -4.195 1.478 -0.65
C -0.701 -3.009 0.979 0.64
N -0.725 -1.873 0.751 -0.64
H 0.036 -7.241 1.715 0.38
H -0.765 -6.179 2.801 0.41
H 0.544 -6.475 -0.403 0.38
H 0.363 -4.764 -0.838 0.48
O 6.125 1.172 -0.645 -1.01
S 4.686 1.284 -0.242 1.25
C 4.285 3.082 -0.385 -0.62
C 3.447 3.303 -1.647 -0.40
C 3.799 2.162 -2.596 -0.42
C 3.711 0.913 -1.739 -0.61
H 5.263 3.560 -0.437 0.24
H 3.777 3.392 0.530 0.22
H 3.640 4.281 -2.093 0.21
H 2.383 3.250 -1.399 0.20
H 4.823 2.280 -2.961 0.21
H 3.129 2.118 -3.457 0.22
H 4.144 0.016 -2.182 0.25
H 2.686 0.699 -1.426 0.25
```

For the energy relative to the best compared isomer or geometry (same formula, charge and spin), the calculation gives 0.000 eV. The calculation puts the HOMO-LUMO gap at 7.137 eV. The maximum force is 0.77 eV/A. Its LUMO energy is 2.31 eV. As for the charge: -1. The HOMO energy comes out at -4.8 eV.


A 2-piece molecular cluster, C43H48N3 overall in a non-equilibrium geometry, computed with the ωB97M-V functional and the def2-TZVPD basis.

```
94
Properties=species:S:1:pos:R:3:lowdin_charge:R:1
C -8.772 -0.072 1.961 -0.05
N -7.840 1.006 2.236 -0.18
C -8.522 2.274 2.386 -0.05
C -6.478 0.869 2.236 -0.19
C -5.619 1.937 2.632 0.00
C -4.239 1.823 2.534 0.00
C -3.616 0.611 2.131 -0.17
C -2.178 0.468 1.903 -0.06
C -1.392 1.585 1.523 -0.01
C -0.001 1.617 1.486 0.03
C 0.814 2.787 1.691 -0.21
C 2.228 2.654 1.808 -0.02
C 3.042 3.767 1.988 -0.06
C 2.479 5.050 2.055 -0.05
C 1.086 5.199 1.987 -0.06
C 0.258 4.087 1.829 -0.01
C -1.561 -0.861 2.017 -0.20
C -0.660 -1.338 1.040 -0.03
C -0.097 -2.602 1.103 0.00
C -0.462 -3.499 2.140 -0.21
N 0.049 -4.771 2.169 -0.19
C 0.104 -5.576 3.371 -0.05
C 0.599 -5.405 0.987 -0.05
C -1.363 -3.037 3.139 0.00
C -1.864 -1.746 3.085 -0.02
C -4.484 -0.475 1.850 0.00
C -5.862 -0.349 1.839 0.00
H -8.323 -1.049 2.146 0.08
H -9.647 0.054 2.613 0.10
H -9.134 -0.029 0.921 0.11
H -7.840 3.111 2.250 0.08
H -9.322 2.336 1.636 0.10
H -9.000 2.343 3.375 0.11
H -6.066 2.862 2.998 0.10
H -3.622 2.687 2.776 0.12
H -1.935 2.503 1.287 0.11
H 0.556 0.686 1.459 0.11
H 2.665 1.652 1.755 0.12
H 4.123 3.644 2.062 0.12
H 3.119 5.929 2.138 0.11
H 0.640 6.192 2.042 0.11
H -0.828 4.200 1.793 0.11
H -0.424 -0.712 0.183 0.09
H 0.642 -2.895 0.353 0.10
H -0.003 -4.940 4.255 0.08
H -0.690 -6.338 3.386 0.10
H 1.069 -6.101 3.416 0.10
H 0.271 -4.864 0.095 0.08
H 1.701 -5.422 1.009 0.10
H 0.248 -6.444 0.924 0.10
H -1.679 -3.716 3.935 0.11
H -2.521 -1.409 3.884 0.13
H -4.039 -1.423 1.555 0.12
H -6.468 -1.188 1.495 0.10
C 6.089 -3.782 -1.824 -0.08
C 6.803 -2.625 -2.091 -0.03
C 6.165 -1.360 -2.115 -0.17
C 6.831 -0.195 -2.569 -0.04
C 6.142 0.999 -2.741 -0.06
C 4.776 1.072 -2.408 -0.03
C 4.127 0.013 -1.796 -0.15
C 2.689 0.215 -1.328 -0.10
C 1.814 0.167 -2.572 -0.31
C 0.303 0.287 -2.428 -0.10
C -0.224 1.229 -3.537 -0.27
C 0.309 2.645 -3.207 -0.14
C 1.824 2.594 -3.147 -0.16
N 2.308 1.214 -3.470 -0.16
C 1.897 0.888 -4.858 -0.15
C 0.384 0.816 -4.905 -0.14
C 4.774 -1.268 -1.737 -0.11
C 4.080 -2.466 -1.450 -0.04
C 4.716 -3.702 -1.512 -0.08
H 6.588 -4.752 -1.850 0.10
H 7.871 -2.661 -2.318 0.11
H 7.893 -0.273 -2.822 0.11
H 6.641 1.885 -3.132 0.10
H 4.205 1.974 -2.632 0.10
H 2.374 -0.547 -0.609 0.10
H 2.576 1.195 -0.834 0.10
H 2.025 -0.786 -3.093 0.16
H -0.141 -0.712 -2.541 0.12
H 0.039 0.673 -1.433 0.09
H -1.319 1.219 -3.586 0.14
H 0.000 3.354 -3.980 0.11
H -0.080 2.994 -2.246 0.10
H 2.259 3.250 -3.916 0.12
H 2.215 2.914 -2.172 0.11
H 2.277 1.679 -5.512 0.12
H 2.357 -0.068 -5.133 0.12
H 0.081 -0.199 -5.171 0.11
H 0.020 1.489 -5.686 0.11
H 3.020 -2.423 -1.197 0.09
H 4.151 -4.613 -1.311 0.10
```

For the energy relative to the best compared isomer or geometry (same formula, charge and spin), the calculation gives 0.286 eV. The calculation puts the HOMO-LUMO gap at 4.754 eV. The maximum force is 1.43 eV/A. Its LUMO energy is -4.58 eV. As for the charge: +1. The HOMO energy comes out at -9.3 eV.